No. 1
The following is a DFT calculation (ωB97M-V/def2-TZVPD) of a molecular structure, C23H37LuO2.

```
! wB97M-V def2-TZVPD RIJCOSX def2/J DEFGRID3
* xyz 0 1
O -0.34 1.88 -1.10
C 0.68 2.36 -2.07
C -0.06 3.73 -2.22
H 0.69 1.62 -2.91
H 1.74 2.39 -1.78
C -1.32 3.02 -1.54
H 0.04 4.14 -3.18
H 0.31 4.59 -1.57
C -2.28 2.26 -2.48
H -1.84 1.38 -2.96
H -2.73 2.89 -3.25
H -3.09 1.79 -1.90
C -2.05 3.68 -0.34
H -1.41 4.25 0.34
H -2.63 2.99 0.26
H -2.75 4.50 -0.56
Lu -0.06 -0.14 0.64
C 0.68 1.40 2.78
C 1.84 0.58 2.72
C 2.48 0.80 1.47
H 2.23 -0.05 3.52
C 1.74 1.83 0.81
C 0.59 2.15 1.58
H -0.20 2.89 1.36
H 0.05 1.54 3.66
H 3.43 0.39 1.12
H 2.14 2.39 -0.02
C -1.66 -0.49 2.65
C -1.98 0.72 2.00
C -2.36 0.40 0.66
H -1.99 1.72 2.43
C -2.24 -1.02 0.46
C -1.82 -1.56 1.71
H -1.67 -2.61 1.94
H -1.46 -0.60 3.72
H -2.87 1.06 -0.02
H -2.55 -1.57 -0.43
O -0.38 -1.00 -2.02
C -0.64 -0.45 -3.41
C 0.15 -1.30 -4.42
H -0.43 0.62 -3.45
H -1.70 -0.51 -3.80
C 0.96 -2.29 -3.59
H 0.72 -0.73 -5.15
H -0.56 -1.87 -5.02
C 0.67 -2.03 -2.12
H 2.05 -2.29 -3.78
H 0.60 -3.29 -3.81
H 1.54 -1.58 -1.63
H 0.30 -2.89 -1.53
C 0.90 -2.24 3.94
C 1.76 -2.52 2.70
C 2.11 -4.03 2.72
C 1.13 -2.16 1.35
H 0.04 -2.90 3.95
H 0.55 -1.21 4.01
H 1.49 -2.45 4.83
H 2.70 -1.93 2.77
H 1.18 -4.64 2.82
H 2.68 -4.36 1.84
H 2.73 -4.21 3.61
H 1.89 -2.26 0.53
H 0.27 -2.82 1.15
*
```

Summary:
Relative energy (zero: lowest compared OMol25 entry of this formula, charge and spin) = 63.6 kcal per mole

How positive or negative is each atom? The natural (NBO) charges in e answer that:
1 O -0.58
2 C -0.05
3 C -0.45
4 H 0.17
5 H 0.20
6 C 0.31
7 H 0.22
8 H 0.22
9 C -0.65
10 H 0.23
11 H 0.22
12 H 0.22
13 C -0.66
14 H 0.23
15 H 0.23
16 H 0.24
17 Lu 1.68
18 C -0.32
19 C -0.30
20 C -0.27
21 H 0.23
22 C -0.38
23 C -0.42
24 H 0.23
25 H 0.22
26 H 0.22
27 H 0.21
28 C -0.27
29 C -0.33
30 C -0.42
31 H 0.24
32 C -0.45
33 C -0.32
34 H 0.24
35 H 0.24
36 H 0.23
37 H 0.25
38 O -0.55
39 C -0.07
40 C -0.44
41 H 0.18
42 H 0.19
43 C -0.44
44 H 0.22
45 H 0.21
46 C -0.06
47 H 0.22
48 H 0.22
49 H 0.19
50 H 0.22
51 C -0.61
52 C -0.21
53 C -0.60
54 C -1.01
55 H 0.19
56 H 0.21
57 H 0.20
58 H 0.19
59 H 0.19
60 H 0.20
61 H 0.19
62 H 0.19
63 H 0.18

No. 2
The following is a DFT calculation (ωB97M-V/def2-TZVPD) of 3 unconnected molecules or ions with the total composition C23H37N2O5S2.

```
! wB97M-V def2-TZVPD RIJCOSX def2/J DEFGRID3
* xyz -1 1
C 1.86 -2.93 1.13
C 2.98 -2.50 0.17
C 3.74 -1.28 0.73
C 2.53 -2.34 -1.29
C 1.27 -1.50 -1.54
C 0.76 -1.85 -2.97
C 1.52 0.03 -1.47
O 0.58 0.70 -0.70
C -0.76 0.59 -1.27
C -1.53 1.79 -0.76
C -2.98 1.70 -1.17
C -3.67 0.54 -0.47
S -5.49 0.72 -0.59
C -6.05 -0.67 0.33
S -5.56 -0.92 1.86
N -6.92 -1.58 -0.30
C -6.87 -2.00 -1.60
C -7.89 -2.87 -1.71
N -8.56 -2.98 -0.53
C -7.97 -2.19 0.31
H 0.91 -2.42 0.97
H 2.17 -2.67 2.14
H 1.73 -4.01 1.15
H 3.71 -3.31 0.18
H 3.16 -0.37 0.69
H 4.69 -1.22 0.22
H 3.93 -1.49 1.78
H 3.35 -1.92 -1.87
H 2.34 -3.34 -1.68
H 0.44 -1.73 -0.88
H -0.33 -1.90 -2.95
H 1.13 -1.16 -3.72
H 1.10 -2.84 -3.27
H 2.52 0.25 -1.10
H 1.48 0.46 -2.48
H -0.66 0.76 -2.37
H -1.40 1.93 0.32
H -1.13 2.70 -1.24
H -3.50 2.62 -0.90
H -3.06 1.55 -2.24
H -3.40 -0.40 -0.96
H -3.37 0.42 0.56
H -6.14 -1.66 -2.30
H -8.13 -3.39 -2.62
H -8.29 -2.06 1.32
O 5.11 1.34 -0.29
C 6.22 0.94 -0.46
O 6.52 -0.38 -0.65
C 7.94 -0.55 -0.72
C 8.50 0.81 -1.11
C 7.50 1.76 -0.47
H 8.30 -0.87 0.26
H 8.18 -1.32 -1.45
H 9.53 0.96 -0.79
H 8.47 0.92 -2.20
H 7.76 2.00 0.56
H 7.36 2.67 -1.04
O -3.54 4.94 5.17
C -3.35 4.12 4.32
O -3.76 4.28 3.04
C -3.48 3.08 2.28
C -2.37 2.38 3.03
C -2.67 2.77 4.48
H -4.39 2.48 2.23
H -3.19 3.36 1.27
H -2.34 1.31 2.86
H -1.40 2.79 2.74
H -3.38 2.08 4.95
H -1.77 2.86 5.08
*
```

How positive or negative is each atom? The natural (NBO) charges in e answer that:
1 C -0.61
2 C -0.20
3 C -0.61
4 C -0.37
5 C -0.29
6 C -0.60
7 C -0.03
8 O -0.60
9 C -0.40
10 C -0.43
11 C -0.42
12 C -0.50
13 S 0.23
14 C -0.10
15 S -0.01
16 N -0.43
17 C -0.08
18 C -0.09
19 N -0.46
20 C 0.19
21 H 0.22
22 H 0.19
23 H 0.19
24 H 0.17
25 H 0.22
26 H 0.21
27 H 0.18
28 H 0.19
29 H 0.19
30 H 0.24
31 H 0.22
32 H 0.19
33 H 0.17
34 H 0.17
35 H 0.13
36 H 0.09
37 H 0.17
38 H 0.14
39 H 0.18
40 H 0.21
41 H 0.24
42 H 0.22
43 H 0.24
44 H 0.20
45 H 0.22
46 O -0.53
47 C 0.79
48 O -0.50
49 C -0.07
50 C -0.43
51 C -0.53
52 H 0.17
53 H 0.19
54 H 0.22
55 H 0.21
56 H 0.23
57 H 0.24
58 O -0.59
59 C 0.79
60 O -0.49
61 C -0.08
62 C -0.43
63 C -0.53
64 H 0.19
65 H 0.21
66 H 0.24
67 H 0.22
68 H 0.23
69 H 0.24

No. 3
The following is a DFT calculation (ωB97M-V/def2-TZVPD) of a molecular structure, C23H38BaBrIN7O2.

```
! wB97M-V def2-TZVPD RIJCOSX def2/J DEFGRID3
* xyz 1 1
Ba 0.56 0.17 0.17
C -0.67 3.27 1.74
C 0.73 3.02 2.31
N 1.62 2.31 1.35
C 2.14 3.15 0.25
C 1.12 3.39 -0.87
C 1.06 4.58 -1.56
C 0.12 4.73 -2.56
C -0.75 3.68 -2.84
C -0.62 2.50 -2.13
C -1.50 1.29 -2.42
N -1.80 0.49 -1.22
C -2.89 1.02 -0.37
C -2.49 2.26 0.43
N -1.28 2.03 1.23
N 0.31 2.36 -1.18
H -0.61 3.98 0.91
H -1.28 3.76 2.51
H 0.63 2.40 3.19
H 1.15 3.98 2.62
H 2.42 1.95 1.86
H 2.98 2.62 -0.19
H 2.50 4.12 0.61
H 1.74 5.39 -1.30
H 0.05 5.66 -3.11
H -1.52 3.78 -3.60
H -0.94 0.65 -3.11
H -2.40 1.62 -2.94
H -2.07 -0.44 -1.53
H -3.18 0.23 0.32
H -3.77 1.28 -0.97
H -3.35 2.58 1.03
H -2.28 3.09 -0.25
H -1.50 1.41 2.02
N 2.11 -2.15 1.61
C 3.52 -2.15 1.11
C 3.50 -2.10 -0.42
C 2.58 -1.00 -0.85
O 2.82 0.18 -0.42
O 1.51 -1.28 -1.46
H 2.11 -2.16 2.62
H 1.66 -3.02 1.31
H 4.09 -3.00 1.46
H 4.00 -1.25 1.48
H 3.15 -3.05 -0.84
H 4.51 -1.90 -0.79
N -1.65 -1.48 1.90
C -2.66 -1.06 2.89
C -2.08 -1.01 4.29
C -1.03 0.03 4.61
N 0.25 -0.22 3.92
H -2.12 -1.82 1.07
H -1.13 -2.27 2.26
H -3.53 -1.72 2.90
H -3.04 -0.07 2.61
H -1.68 -2.00 4.53
H -2.92 -0.86 4.98
H -0.92 0.06 5.69
H -1.40 1.03 4.31
H 0.52 -1.19 4.07
H 0.98 0.32 4.37
Br -0.72 -6.80 -2.24
C -0.17 -5.39 -3.37
C 0.38 -5.74 -4.60
C 0.81 -4.76 -5.47
C 0.71 -3.42 -5.12
C 0.16 -3.06 -3.90
C -0.29 -4.05 -3.03
I -1.11 -3.41 -1.23
H 0.46 -6.79 -4.86
H 1.23 -5.04 -6.43
H 1.05 -2.65 -5.80
H 0.10 -2.03 -3.60
*
```

Summary:
Relative energy (zero: lowest compared OMol25 entry of this formula, charge and spin) = 43.3 kcal per mole

How positive or negative is each atom? The Mulliken charges in e answer that:
1 Ba 1.76
2 C -1.02
3 C -0.92
4 N -0.10
5 C -1.32
6 C 0.78
7 C -1.12
8 C -0.57
9 C -1.06
10 C 0.62
11 C -1.15
12 N 0.06
13 C -1.04
14 C -1.03
15 N 0.89
16 N 0.60
17 H 0.45
18 H 0.52
19 H 0.24
20 H 0.41
21 H 0.23
22 H 0.34
23 H 0.42
24 H 0.52
25 H 0.43
26 H 0.51
27 H 0.31
28 H 0.35
29 H 0.11
30 H 0.36
31 H 0.45
32 H 0.52
33 H 0.49
34 H -0.44
35 N -0.35
36 C -0.79
37 C -0.66
38 C 0.47
39 O -0.72
40 O -0.55
41 H 0.18
42 H 0.17
43 H 0.40
44 H 0.33
45 H 0.33
46 H 0.32
47 N -0.02
48 C -0.61
49 C -0.97
50 C -0.66
51 N -0.31
52 H 0.01
53 H 0.20
54 H 0.43
55 H 0.25
56 H 0.34
57 H 0.37
58 H 0.48
59 H 0.27
60 H 0.20
61 H 0.26
62 Br -0.17
63 C 0.06
64 C -0.42
65 C -0.50
66 C -0.80
67 C -0.06
68 C 0.12
69 I 0.24
70 H 0.39
71 H 0.37
72 H 0.40
73 H 0.37

| no. | HOMO (Ha) |
| --- | --- |
| 1 | -0.2393 |
| 2 | -0.0597 |
| 3 | -0.4030 |